[1]
Below is C4H7N3O as an isolated structure in a non-equilibrium geometry, with properties calculated with wB97M-V/def2-TZVPD.

```
! wB97M-V def2-TZVPD RIJCOSX def2/J DEFGRID3
* xyz 0 1
C -0.5615 -1.0713 0.1946
N -1.5506 -1.0643 -0.7190
N -0.8752 -0.9388 1.4893
O 0.6384 -1.3810 -0.1280
H -0.0957 -0.7426 2.0999
H -1.2388 -1.0750 -1.6785
H -2.3376 -0.4564 -0.5462
H -1.8333 -0.7944 1.7660
C 1.5493 -0.0066 -0.7650
N 2.7201 0.1090 -0.3350
C 0.2880 1.3881 -0.2134
C -0.1914 2.4960 -0.0561
H 2.8096 0.1241 0.6770
H 1.2883 -0.0593 -1.8156
H -0.6096 3.4724 0.0300
*
```

- Calculated total energy: -395.9630 Ha
- HOMO: -8.48 eV
- Frontier orbital gap: 9.0 eV

---

[2]
Below is an isolated ion of composition C5H13N2 and charge +1 in a non-equilibrium geometry, with properties calculated with wB97M-V/def2-TZVPD.

```
! wB97M-V def2-TZVPD RIJCOSX def2/J DEFGRID3
* xyz 1 1
C -1.1205 -1.6375 -1.8266
C -0.5039 -0.3792 -1.2056
C 0.2893 -0.5544 0.1630
C 0.9056 0.6569 0.6437
C 0.1141 1.4603 1.5808
N 0.2507 0.9535 2.9925
N 0.2860 0.3509 -2.1760
H -1.7751 -1.3779 -2.6861
H -1.7186 -2.0346 -1.0047
H -0.3454 -2.3573 -2.1360
H -1.2572 0.2852 -0.7469
H 1.0002 -1.4122 0.0367
H -0.4477 -1.0169 0.8572
H 1.9846 0.6474 0.8032
H -0.9228 1.3512 1.2415
H 0.2610 1.7319 3.6375
H 1.0434 0.3269 3.0360
H 1.1684 0.6153 -1.7710
H 0.3352 2.5376 1.5988
H 0.4529 -0.1472 -3.0379
*
```

- Calculated total energy: -307.4415 Ha
- HOMO: -13.75 eV
- Frontier orbital gap: 6.4 eV

---

[3]
Below is C23H28N6O2 in the gas phase in a non-equilibrium geometry, with properties calculated with wB97M-V/def2-TZVPD.

```
! wB97M-V def2-TZVPD RIJCOSX def2/J DEFGRID3
* xyz 0 1
C -7.1881 -0.8123 2.2956
O -6.2027 -1.7964 2.0788
C -6.5583 -2.7870 1.1493
C -6.7628 -2.2727 -0.2901
C -5.5817 -1.4502 -0.6958
N -4.4570 -2.0901 -0.9842
C -3.3987 -1.3553 -1.2733
C -3.4307 0.0340 -1.2901
C -4.6685 0.5987 -0.9923
N -5.7286 -0.1305 -0.7004
H -4.7995 1.6727 -0.9807
C -2.2312 0.8772 -1.6089
N -2.1545 2.0112 -0.7078
C -1.8861 1.6553 0.6731
C -0.4221 1.2762 0.9404
H -0.2864 1.0840 2.0054
H -0.1840 0.3540 0.4042
C 0.4910 2.4222 0.4911
C 1.9672 2.1321 0.7474
O 2.6395 2.8286 1.4734
N 2.4315 1.0363 0.0820
C 3.7128 0.4806 0.0829
C 4.7749 1.0151 0.8091
C 6.0137 0.4124 0.7632
C 6.2249 -0.7320 -0.0035
C 5.1658 -1.2666 -0.7308
C 3.9257 -0.6632 -0.6844
H 3.1096 -1.0877 -1.2533
H 5.2954 -2.1497 -1.3357
N 7.4972 -1.3082 -0.0184
C 7.9182 -2.4237 -0.6666
C 9.2481 -2.5829 -0.3720
C 9.5526 -1.5027 0.4728
N 8.4948 -0.7506 0.6742
H 10.4890 -1.2543 0.9311
H 9.9058 -3.3569 -0.7100
H 7.2719 -3.0200 -1.2762
H 6.8437 0.8152 1.3202
H 4.6200 1.8985 1.4045
H 1.7672 0.5376 -0.4930
C 0.2147 2.7579 -0.9789
C -1.2777 3.0766 -1.1478
H -1.5216 3.9611 -0.5509
H -1.4996 3.3028 -2.1935
H 0.4815 1.9193 -1.6273
H 0.8102 3.6193 -1.2844
H 0.2538 3.3059 1.0937
H -2.1482 2.5226 1.2867
H -2.5446 0.8308 0.9551
H -1.3330 0.2351 -1.6012
H -2.3436 1.2718 -2.6252
H -2.4918 -1.9052 -1.5004
H -6.8552 -3.1381 -0.9455
H -7.6617 -1.6609 -0.3554
H -5.7241 -3.4923 1.1614
H -7.4758 -3.3031 1.4741
H -8.1599 -1.2707 2.5161
H -7.2863 -0.1449 1.4339
H -6.8567 -0.2373 3.1584
*
```

- Calculated total energy: -1372.2529 Ha
- HOMO: -8.08 eV
- Frontier orbital gap: 8.4 eV

---

[4]
Below is C5H11NO in the gas phase in a non-equilibrium geometry, with properties calculated with wB97M-V/def2-TZVPD.

```
! wB97M-V def2-TZVPD RIJCOSX def2/J DEFGRID3
* xyz 0 1
C -0.0001 0.9125 -0.0145
C -0.5482 -0.4064 0.5788
C 0.6195 -1.5003 0.3610
C -0.9627 0.0137 1.9346
C 0.5903 1.0518 -1.4016
N -0.0143 0.4362 -2.5192
O 1.6674 1.6974 -1.6138
H -0.9253 1.6038 -0.1173
H 0.7487 1.1758 0.6724
H -1.4547 -0.8439 0.1275
H 1.5724 -0.9726 0.5877
H 0.4915 -2.4407 0.9640
H 0.8425 -1.7986 -0.7690
H -1.9175 0.5856 2.1743
H -0.1864 0.6942 2.4486
H -1.1279 -0.8306 2.5543
H 0.4121 -0.4283 -2.6411
H 0.1928 1.0505 -3.3267
*
```

- Calculated total energy: -327.0601 Ha
- HOMO: -9.61 eV
- Frontier orbital gap: 10.5 eV

---

[5]
Below is C15H13CeClN2O2 as an isolated structure in a non-equilibrium geometry, with properties calculated with wB97M-V/def2-TZVPD.

```
! wB97M-V def2-TZVPD RIJCOSX def2/J DEFGRID3
* xyz 2 1
Cl -2.6895 0.5501 -1.7200
C 0.4585 -2.4636 -2.5015
C 1.6128 -1.7269 -2.0813
C 1.5527 -0.4350 -2.6910
H 2.4066 -2.0927 -1.4232
C 0.3687 -0.3810 -3.5166
C -0.3004 -1.6511 -3.4022
H -1.2162 -1.9228 -3.9334
H 0.2150 -3.4794 -2.2042
H 2.2892 0.3720 -2.6219
C -0.0548 0.7914 -4.3353
Ce -0.4372 -0.5184 -1.1525
C 0.0931 -2.6177 0.5899
C -2.8188 -2.0005 -0.3731
O 0.2574 -3.2212 1.5569
O -3.9520 -2.0644 -0.2038
H 0.3279 1.7128 -3.8848
H -1.1429 0.8655 -4.4161
H 0.3566 0.7795 -5.3518
N -1.5537 0.3761 3.2456
C -1.6573 -0.2214 2.0424
N -0.6388 0.1657 1.2382
C 0.1651 1.0437 1.9879
C 1.4147 1.6154 1.7225
C 2.0223 2.3368 2.7581
C 1.4055 2.4913 4.0087
C 0.1642 1.8989 4.2735
C -0.4115 1.1856 3.2474
H -2.2052 0.2411 4.0173
H -2.4457 -0.9356 1.7918
H 1.8644 1.4659 0.7397
H 2.9953 2.7968 2.5912
H 1.9082 3.0714 4.7764
H -0.3543 1.9718 5.2251
*
```

- Calculated total energy: -1774.1538 Ha
- HOMO (spin up / spin down): -15.22 / -15.22 eV
- Frontier orbital gap (spin up / spin down): 6.0 / 6.0 eV

---

[6]
Below is C3HNO2 in the gas phase in a non-equilibrium geometry, with properties calculated with wB97M-V/def2-TZVPD.

```
! wB97M-V def2-TZVPD RIJCOSX def2/J DEFGRID3
* xyz 0 1
C -0.9231 -0.4411 0.1159
C 0.0583 0.6341 0.2405
C 1.3829 0.1513 -0.0371
H -2.1677 -0.1788 0.4126
N 2.4644 -0.3656 -0.0765
O -0.5141 -1.6047 -0.3186
O -0.3007 1.8048 -0.3368
*
```

- Calculated total energy: -320.0067 Ha
- HOMO: -11.59 eV
- Frontier orbital gap: 8.6 eV

---

[7]
Below is a 2-piece molecular cluster, C4H13N2O overall, with properties calculated with wB97M-V/def2-TZVPD.

```
! wB97M-V def2-TZVPD RIJCOSX def2/J DEFGRID3
* xyz 1 1
C 1.3251 1.6819 1.2313
C 0.9972 2.4545 0.2047
N 0.9146 2.0353 -1.1364
H 1.6908 0.6686 1.1391
H 1.3105 2.0920 2.2289
H 0.7178 3.4795 0.3947
H 1.6005 1.3175 -1.3435
H 1.0082 2.7876 -1.8046
C -0.8033 -1.9587 0.5832
O -0.3831 -3.2597 0.2760
C -0.6498 -1.0528 -0.6385
N -1.2186 0.3312 -0.3295
H -0.2441 -1.5375 1.4226
H -1.8552 -2.0387 0.8537
H 0.5807 -3.2923 0.2204
H 0.3996 -0.8962 -0.8689
H -1.2052 -1.4298 -1.4907
H -1.0464 0.5390 0.6589
H -2.2196 0.3658 -0.5044
H -0.6889 1.0771 -0.8307
*
```

- Calculated total energy: -344.6892 Ha
- HOMO: -13.22 eV
- Frontier orbital gap: 10.1 eV

---

[8]
Below is a 2-piece molecular cluster, C3H12N3O overall in a non-equilibrium geometry, with properties calculated with wB97M-V/def2-TZVPD.

```
! wB97M-V def2-TZVPD RIJCOSX def2/J DEFGRID3
* xyz -1 1
N -2.7632 1.1797 -1.0683
C -2.5183 -0.2954 -0.9134
O -1.2023 -0.5813 -0.7715
H -1.8865 1.6437 -1.2558
H -3.4112 1.3525 -1.8268
H -3.0900 -0.6522 -0.0265
H -2.9733 -0.7812 -1.8126
C 1.6348 -0.6901 0.2301
C 1.4065 0.6154 0.9930
N 0.0229 1.1074 0.8976
N 3.0700 -1.0857 0.1999
H 1.0508 -1.4862 0.7023
H 1.3141 -0.6297 -0.8047
H 1.6928 0.4634 2.0423
H 2.0427 1.4267 0.6126
H -0.5180 0.5894 0.0993
H -0.4788 0.8607 1.7394
H 3.4583 -1.0191 1.1309
H 3.1487 -2.0181 -0.1675
*
```

- Calculated total energy: -360.9874 Ha
- HOMO: -2.90 eV
- Frontier orbital gap: 7.0 eV